## P
This record from the OMol25 dataset describes a 10-piece molecular cluster, C10H36F3N18O12S overall. The level of theory is ωB97M-V/def2-TZVPD.

Results
HOMO energy: -7.0 eV
Lowest unoccupied orbital energy: 2.01 eV

```
! wB97M-V def2-TZVPD RIJCOSX def2/J DEFGRID3
* xyz -1 1
C -1.767 -0.280 1.317
F -2.744 0.452 0.777
F -1.982 -0.376 2.621
F -1.796 -1.489 0.740
S -0.151 0.582 0.977
O 0.930 -0.338 1.303
O -0.200 0.974 -0.422
O -0.186 1.698 1.902
C 0.413 -2.776 4.573
O 0.598 -3.153 5.719
N 0.798 -1.549 4.148
N -0.281 -3.510 3.642
H 0.640 -1.230 3.205
H 1.212 -0.943 4.828
H -0.356 -3.224 2.685
H -0.627 -4.392 3.967
C 4.282 -1.645 0.821
O 3.830 -2.492 1.576
N 5.615 -1.546 0.528
N 3.516 -0.653 0.247
H 5.924 -0.809 -0.080
H 6.265 -2.273 0.754
H 3.676 -0.368 -0.702
H 2.584 -0.613 0.659
C -3.377 0.601 -3.579
O -3.473 -0.400 -2.894
N -4.183 0.854 -4.665
N -2.497 1.614 -3.302
H -4.075 1.740 -5.128
H -4.751 0.176 -5.131
H -1.754 1.445 -2.653
H -2.543 2.436 -3.873
C -4.771 -3.516 3.792
O -5.586 -2.693 4.163
N -3.417 -3.266 3.831
N -5.099 -4.729 3.239
H -3.198 -2.352 4.183
H -2.751 -3.962 3.575
H -4.415 -5.133 2.626
H -6.068 -4.961 3.140
C -2.312 5.381 0.486
O -1.653 6.163 1.153
N -2.361 4.028 0.725
N -3.214 5.831 -0.434
H -2.683 3.567 -0.118
H -1.678 3.468 1.207
H -3.759 5.200 -0.989
H -3.228 6.821 -0.583
C 3.198 3.588 1.944
O 4.181 3.892 1.284
N 2.819 2.283 2.082
N 2.449 4.485 2.635
H 1.990 1.962 2.548
H 3.262 1.685 1.403
H 2.776 5.415 2.803
H 1.567 4.213 3.030
C 0.899 -0.537 -4.819
O 0.718 0.347 -5.645
N 1.412 -1.753 -5.172
N 0.551 -0.438 -3.503
H 1.579 -2.472 -4.490
H 1.487 -1.929 -6.154
H 0.458 -1.284 -2.947
H 0.071 0.408 -3.253
C 1.377 -3.280 -1.303
O 0.939 -2.991 -2.410
N 0.632 -3.115 -0.175
N 2.625 -3.815 -1.091
H -0.299 -2.794 -0.375
H 0.923 -3.277 0.771
H 3.077 -4.267 -1.865
H 2.749 -4.246 -0.187
C 1.585 2.669 -2.919
O 2.025 3.226 -3.899
N 0.252 2.736 -2.537
N 2.370 1.985 -2.010
H 0.037 2.250 -1.671
H -0.246 3.536 -2.878
H 1.858 1.294 -1.482
H 3.330 1.863 -2.270
*
```

Mulliken atomic charge list, values in e, 6 entries: C 0.449; F -0.189; F -0.217; F -0.250; S 0.909; O -0.356


## Q
This record from the OMol25 dataset describes a 10-piece molecular cluster, C10H36F3N18O12S overall. The level of theory is ωB97M-V/def2-TZVPD.

Results
HOMO energy: -7.3 eV
Lowest unoccupied orbital energy: 2.27 eV

```
! wB97M-V def2-TZVPD RIJCOSX def2/J DEFGRID3
* xyz -1 1
C -19.729 1.043 2.493
F -19.814 0.123 1.552
F -19.609 2.229 1.852
F -20.909 1.128 3.202
S -18.474 0.830 3.731
O -18.459 2.125 4.382
O -18.927 -0.283 4.558
O -17.352 0.516 2.864
C -21.304 1.131 7.794
O -21.073 1.768 8.798
N -20.358 0.840 6.788
N -22.478 0.497 7.593
H -19.436 1.285 7.015
H -20.617 0.515 5.869
H -23.286 0.646 8.162
H -22.652 0.095 6.721
C -15.518 0.610 7.045
O -15.683 -0.346 7.818
N -16.114 0.808 5.827
N -14.595 1.648 7.294
H -15.605 1.385 5.197
H -16.235 -0.160 5.527
H -14.193 1.615 8.175
H -14.937 2.655 7.125
C -19.169 -2.947 7.604
O -19.411 -4.091 7.973
N -19.746 -2.385 6.570
N -18.396 -2.085 8.301
H -20.528 -2.900 6.249
H -19.315 -1.703 5.958
H -17.707 -2.440 8.954
H -18.358 -1.123 7.980
C -16.980 5.261 4.881
O -16.694 6.409 5.144
N -17.415 4.805 3.681
N -16.903 4.275 5.904
H -17.740 5.475 2.991
H -17.595 3.821 3.564
H -17.005 3.271 5.685
H -16.712 4.523 6.872
C -15.905 -3.102 3.701
O -16.217 -4.296 3.446
N -14.799 -2.507 3.179
N -16.636 -2.267 4.501
H -14.111 -3.162 2.868
H -14.316 -1.833 3.774
H -17.439 -2.522 5.070
H -16.635 -1.302 4.138
C -16.993 -7.074 1.471
O -15.953 -7.110 0.834
N -17.546 -8.140 2.211
N -17.841 -5.973 1.457
H -16.833 -8.682 2.653
H -18.462 -8.015 2.594
H -18.586 -5.964 2.090
H -17.336 -5.103 1.308
C -22.406 -3.858 3.280
O -23.344 -3.107 3.030
N -21.052 -3.600 2.951
N -22.574 -5.093 3.938
H -20.371 -4.363 3.027
H -20.795 -2.755 2.398
H -21.768 -5.681 3.990
H -23.513 -5.300 4.288
C -17.946 2.933 9.079
O -16.841 3.323 8.801
N -18.985 3.712 9.509
N -18.262 1.606 9.091
H -18.785 4.662 9.323
H -19.922 3.320 9.408
H -19.199 1.328 9.334
H -17.576 0.942 8.843
C -19.443 -5.930 5.029
O -19.813 -6.281 3.872
N -20.168 -6.153 6.194
N -18.270 -5.243 5.182
H -21.137 -6.456 6.121
H -19.886 -5.431 6.843
H -17.830 -5.224 6.074
H -17.563 -5.331 4.430
*
```

Mulliken atomic charge list, values in e, 6 entries: C 0.450; F -0.210; F -0.241; F -0.247; S 1.461; O -0.853


Q is preferred energetically. Next in line: 53.7 kJ/mol higher.


## P
This record from the OMol25 dataset describes one molecule with the formula C2H2FP. The level of theory is ωB97M-V/def2-TZVPD.

Results
HOMO energy (spin up / spin down): -8.7 / -8.9 eV
Lowest unoccupied orbital energy (spin up / spin down): -1.41 / -1.70 eV

```
! wB97M-V def2-TZVPD RIJCOSX def2/J DEFGRID3
* xyz 0 1
C -0.757 -0.796 0.479
C -0.389 1.415 0.720
F -0.222 -1.174 1.585
P 0.214 0.380 -0.481
H -0.436 0.020 -1.691
H 1.591 0.154 -0.612
*
```

Charges per atom according to Mulliken partitioning, unit e: C -0.012; C -0.230; F -0.092; P 0.122; H 0.125; H 0.087


## Q
This record from the OMol25 dataset describes one molecule with the formula C2H2FP. The level of theory is ωB97M-V/def2-TZVPD.

Results
HOMO energy (spin up / spin down): -9.5 / -9.5 eV
Lowest unoccupied orbital energy (spin up / spin down): -1.73 / -1.73 eV

```
! wB97M-V def2-TZVPD RIJCOSX def2/J DEFGRID3
* xyz 0 1
C 0.158 -1.386 0.041
C 0.616 1.069 -0.244
F -1.899 0.173 0.473
P -0.637 0.047 -0.455
H 1.033 -1.459 -0.455
H 0.729 1.555 0.639
*
```

Charges per atom according to Mulliken partitioning, unit e: C -0.346; C -0.409; F -0.270; P 0.476; H 0.282; H 0.267


Q is preferred energetically. Next in line: 286.7 kJ/mol higher.